i) Computed, not measured: a 2-piece molecular cluster, C3H9N3O overall, with ωB97M-V/def2-TZVPD.

ORCA input file:
```
! RIJCOSX wB97M-V def2-TZVPD def2/J DEFGRID3
* xyz 0 1
O -2.2246 0.7061 0.6822
N 0.2634 -1.9938 0.0315
N -1.4275 -0.3856 -0.7193
N 1.9374 0.1280 0.3094
C 0.7442 0.3595 -0.2814
C 0.2296 1.7315 -0.3670
C -0.1734 -0.7035 -0.4026
H 1.0173 2.4808 -0.4395
H -0.5135 1.7977 0.4916
H 2.6169 0.8704 0.3497
H -2.1736 0.0315 1.3739
H -2.0483 -1.1936 -0.7411
H -0.4484 1.8606 -1.2095
H 2.2575 -0.8306 0.3239
H -0.2363 -2.7368 -0.4411
H 0.1793 -2.1223 1.0392
*
```

Output
Kohn-Sham gap (spin up / spin down) (eV): 8.122 / 7.456
LUMO energy (spin up / spin down) (eV): 0.150 / 0.262

And the Löwdin charges, in e, turn out to be:
1. O -0.23
2. N 0.06
3. N 0.10
4. N 0.15
5. C -0.30
6. C -0.04
7. C -0.44
8. H 0.08
9. H 0.10
10. H 0.11
11. H -0.01
12. H 0.09
13. H 0.09
14. H 0.10
15. H 0.07
16. H 0.09

=====

ii) Computed, not measured: one molecule with the formula C3H9N3O, with ωB97M-V/def2-TZVPD.

ORCA input file:
```
! RIJCOSX wB97M-V def2-TZVPD def2/J DEFGRID3
* xyz 0 1
O -0.8507 -1.0928 -1.1545
N -0.1973 2.2910 -0.7325
N 0.5959 -2.4114 1.1134
N 0.3712 0.0337 0.3975
C -0.6032 -0.0871 -0.5663
C 1.1990 -1.2107 0.4772
C -1.2512 1.2843 -0.6510
H -0.5681 3.1723 -0.9432
H -2.1382 1.3239 -1.3365
H 0.4792 2.0609 -1.4703
H -0.3393 -2.2305 1.4107
H -1.5999 1.4133 0.4249
H 0.4750 0.8995 0.9018
H 2.1588 -1.0338 0.9015
H 0.9761 -3.0091 1.7935
H 1.2928 -1.4035 -0.5661
*
```

Output
Kohn-Sham gap (eV): 9.785
SMILES string: NCNC(=O)CN
LUMO energy (eV): 0.880

And the Löwdin charges, in e, turn out to be:
1. O 0.09
2. N -0.01
3. N 0.03
4. N 0.06
5. C -0.54
6. C -0.22
7. C -0.20
8. H 0.05
9. H 0.13
10. H 0.09
11. H 0.05
12. H 0.13
13. H 0.12
14. H 0.10
15. H 0.04
16. H 0.09

=====

Which of them is the least stable? Correct choice: i).

=====

i) Computed, not measured: one molecule with the formula C3H6N2O2, with ωB97M-V/def2-TZVPD.

ORCA input file:
```
! RIJCOSX wB97M-V def2-TZVPD def2/J DEFGRID3
* xyz 0 1
O 1.1019 -0.0098 1.1489
O -1.7701 0.8526 1.2239
N -1.7503 -0.2596 -0.7681
N 1.2286 0.3745 -1.1060
C -1.2587 0.0494 0.4688
C -0.0518 -0.8053 0.8967
C 1.6533 0.5615 0.0777
H 2.4962 1.1785 0.3890
H 1.7751 0.9091 -1.7730
H -0.2715 -1.2492 1.8669
H -1.0561 -0.5329 -1.4457
H 0.1906 -1.5853 0.1677
H -2.4827 0.3494 -1.1111
*
```

Output
Kohn-Sham gap (eV): 10.706
SMILES string: [H]/N=C/OCC(N)=O
LUMO energy (eV): 0.913

And the Löwdin charges, in e, turn out to be:
1. O -0.04
2. O 0.07
3. N 0.15
4. N 0.12
5. C -0.52
6. C -0.11
7. C -0.30
8. H 0.14
9. H 0.06
10. H 0.13
11. H 0.08
12. H 0.12
13. H 0.11

=====

ii) Computed, not measured: one molecule with the formula C3H6N2O2, with ωB97M-V/def2-TZVPD.

ORCA input file:
```
! RIJCOSX wB97M-V def2-TZVPD def2/J DEFGRID3
* xyz 0 1
O -0.7578 -1.4940 -0.4770
O -0.4838 0.9649 1.1678
N -1.3881 2.2458 -0.4711
N 1.4620 -1.5427 -0.4330
C 0.4408 -0.0507 1.2022
C 0.3534 -0.9181 -0.0466
C -0.8183 1.1452 -0.2165
H -1.6438 2.2570 -1.4580
H 1.4779 0.3158 1.2655
H 2.3711 -1.3189 -0.0583
H 0.2621 -0.7115 2.0627
H -1.3219 -0.6644 -0.5521
H 1.4113 -2.2355 -1.1662
*
```

Output
Kohn-Sham gap (eV): 7.750
LUMO energy (eV): 0.257

And the Löwdin charges, in e, turn out to be:
1. O 0.07
2. O -0.11
3. N 0.05
4. N 0.22
5. C -0.20
6. C -0.38
7. C -0.31
8. H 0.02
9. H 0.13
10. H 0.13
11. H 0.14
12. H 0.11
13. H 0.13

=====

Which of them is the least stable? Correct choice: ii).

=====

i) Computed, not measured: one molecule with the formula C3H6N2O2, with ωB97M-V/def2-TZVPD.

ORCA input file:
```
! RIJCOSX wB97M-V def2-TZVPD def2/J DEFGRID3
* xyz 0 1
O 0.8058 0.5717 0.6916
O -1.8410 1.4983 0.0591
N 2.2877 0.0795 -0.9728
N -2.3250 -0.7249 0.4471
C -0.1234 -0.2206 -0.0065
C -1.5203 0.3360 0.1713
C 2.0104 0.6571 0.1165
H 3.2377 0.2792 -1.2624
H -1.8885 -1.6157 0.2847
H -0.0795 -1.2453 0.3727
H 2.6528 1.2816 0.7380
H 0.1095 -0.2526 -1.0710
H -3.3262 -0.6443 0.4318
*
```

Output
Kohn-Sham gap (eV): 10.845
SMILES string: [H]/N=C/OCC(N)=O
LUMO energy (eV): 0.844

And the Löwdin charges, in e, turn out to be:
1. O -0.03
2. O 0.08
3. N 0.11
4. N 0.16
5. C -0.14
6. C -0.51
7. C -0.30
8. H 0.05
9. H 0.09
10. H 0.13
11. H 0.14
12. H 0.12
13. H 0.11

=====

ii) Computed, not measured: one molecule with the formula C3H6N2O2, with ωB97M-V/def2-TZVPD.

ORCA input file:
```
! RIJCOSX wB97M-V def2-TZVPD def2/J DEFGRID3
* xyz 0 1
O 0.6434 1.9448 0.2433
O 2.3799 -0.0598 0.0016
N -2.0049 -0.1479 -0.4425
N -1.2259 0.6495 0.3250
C 0.0489 0.7387 0.0770
C 0.5816 -1.5863 0.3217
C 1.0255 -0.3486 -0.0015
H -2.9984 0.0229 -0.2965
H 1.2994 -2.3930 0.4448
H -0.0752 2.5795 0.4072
H -0.4190 -1.9771 0.1962
H 2.4276 0.9096 0.1174
H -1.6830 -0.3324 -1.3937
*
```

Output
Kohn-Sham gap (spin up / spin down) (eV): 7.964 / 7.966
SMILES string: C=C(O)/C(O)=N\N
LUMO energy (spin up / spin down) (eV): 0.438 / 0.437

And the Löwdin charges, in e, turn out to be:
1. O 0.06
2. O 0.04
3. N -0.02
4. N -0.01
5. C -0.38
6. C 0.09
7. C -0.32
8. H 0.09
9. H 0.07
10. H 0.12
11. H 0.05
12. H 0.10
13. H 0.11

=====

Which of them is the least stable? Correct choice: ii).

=====

i) Computed, not measured: a 2-piece molecular cluster, C3H6N2O2 overall, with ωB97M-V/def2-TZVPD.

ORCA input file:
```
! RIJCOSX wB97M-V def2-TZVPD def2/J DEFGRID3
* xyz 0 1
O 0.3504 0.5868 -0.3308
O -1.7059 -0.2216 -1.3864
N -0.8754 -0.8418 -0.7056
N 1.4050 1.1530 0.2250
C 2.3744 0.4400 0.7424
C -2.8196 0.3464 -0.6388
C 2.4580 -0.9495 0.8570
H -3.3082 1.1972 -1.3330
H 1.7255 -1.6246 0.4054
H 3.1065 1.0708 1.2189
H -3.5962 -0.4341 -0.5182
H -2.3421 0.7673 0.2756
H 3.2275 -1.4901 1.1885
*
```

Output
Kohn-Sham gap (spin up / spin down) (eV): 5.948 / 7.711
LUMO energy (spin up / spin down) (eV): -1.556 / -1.014

And the Löwdin charges, in e, turn out to be:
1. O -0.16
2. O -0.23
3. N 0.09
4. N -0.02
5. C -0.22
6. C -0.05
7. C 0.12
8. H 0.13
9. H 0.06
10. H 0.09
11. H 0.08
12. H 0.09
13. H 0.01

=====

ii) Computed, not measured: one molecule with the formula C3H6N2O2, with ωB97M-V/def2-TZVPD.

ORCA input file:
```
! RIJCOSX wB97M-V def2-TZVPD def2/J DEFGRID3
* xyz 0 1
O 1.2676 -0.4871 -0.1739
O -0.3679 1.0712 0.3632
N 1.5512 1.1512 -1.1273
N -1.8721 -0.2343 -0.6981
C -0.9271 -0.1279 0.2699
C 1.1121 0.8214 0.1178
C -0.3708 -1.1690 0.9904
H -2.1370 -1.1615 -0.9959
H -1.7789 0.4538 -1.4341
H 2.4557 1.6279 -1.0568
H -0.6554 -2.1969 0.7929
H 0.1139 -0.9526 1.9339
H 1.6088 1.2038 1.0179
*
```

Output
Kohn-Sham gap (spin up / spin down) (eV): 8.146 / 7.704
LUMO energy (spin up / spin down) (eV): -0.107 / -0.762

And the Löwdin charges, in e, turn out to be:
1. O -0.03
2. O 0.02
3. N 0.19
4. N 0.19
5. C -0.48
6. C -0.60
7. C 0.10
8. H 0.11
9. H 0.12
10. H 0.06
11. H 0.08
12. H 0.09
13. H 0.15

=====

iii) Computed, not measured: one molecule with the formula C3H6N2O2, with ωB97M-V/def2-TZVPD.

ORCA input file:
```
! RIJCOSX wB97M-V def2-TZVPD def2/J DEFGRID3
* xyz 0 1
O -0.2328 -0.5083 -0.0240
O -1.3187 1.4464 0.0307
N 3.2053 0.1793 -0.0856
N 2.0153 -0.5275 0.0295
C 0.9696 0.1789 -0.1182
C -1.3706 0.2458 -0.0091
C -2.6062 -0.5989 -0.0199
H 0.9310 1.2672 -0.3804
H 3.2032 1.1481 0.2652
H -2.6311 -1.3441 -0.8343
H -2.5871 -1.1598 0.9031
H 3.9123 -0.3819 0.3345
H -3.4902 0.0549 -0.0914
*
```

Output
Kohn-Sham gap (eV): 9.830
SMILES string: CC(=O)O/C=N/N
LUMO energy (eV): 0.962

And the Löwdin charges, in e, turn out to be:
1. O 0.03
2. O 0.10
3. N -0.02
4. N -0.01
5. C -0.19
6. C -0.52
7. C 0.02
8. H 0.15
9. H 0.09
10. H 0.10
11. H 0.09
12. H 0.06
13. H 0.10

=====

iv) Computed, not measured: one molecule with the formula C3H6N2O2, with ωB97M-V/def2-TZVPD.

ORCA input file:
```
! RIJCOSX wB97M-V def2-TZVPD def2/J DEFGRID3
* xyz 0 1
O -0.2316 1.9151 0.5972
O 1.0889 0.8164 2.0471
N -1.5522 -0.8226 -0.2355
N 0.7735 0.0207 -1.6605
C 0.3446 0.9154 0.9170
C 0.8886 -0.3114 -0.3709
C -0.2814 -0.6845 0.3329
H 1.7034 0.0794 1.9166
H -2.2962 -0.9348 0.4390
H -1.7861 -0.0778 -0.8817
H -0.1507 -1.2335 1.2578
H -0.0442 -0.1523 -2.2331
H 1.5435 0.4700 -2.1260
*
```

Output
Kohn-Sham gap (eV): 9.269
LUMO energy (eV): 0.813

And the Löwdin charges, in e, turn out to be:
1. O 0.11
2. O 0.08
3. N 0.08
4. N 0.08
5. C -0.51
6. C -0.17
7. C -0.27
8. H 0.11
9. H 0.09
10. H 0.09
11. H 0.13
12. H 0.09
13. H 0.10

=====

Which of them is the least stable? Correct choice: i).

=====

i) Computed, not measured: one molecule with the formula C3H6N2O2, with ωB97M-V/def2-TZVPD.

ORCA input file:
```
! RIJCOSX wB97M-V def2-TZVPD def2/J DEFGRID3
* xyz 0 1
O -1.0775 -1.1915 -0.2146
O -1.1265 1.1151 -0.3395
N 0.2120 1.1347 0.1232
N 0.3374 -1.2382 -0.0465
C 0.8660 -0.0424 0.0598
C 2.3566 -0.0300 0.0154
C -1.6963 0.0143 0.3268
H -2.7651 -0.1501 0.0698
H 2.8156 0.5247 -0.7626
H 2.7270 -1.1029 0.0357
H 0.7543 1.9235 -0.2082
H -1.6526 -0.0287 1.4186
H 2.7484 0.5187 0.9309
*
```

Output
Kohn-Sham gap (eV): 9.469
SMILES string: CC1=NOCON1
LUMO energy (eV): 0.816

And the Löwdin charges, in e, turn out to be:
1. O -0.14
2. O -0.04
3. N 0.05
4. N 0.10
5. C -0.43
6. C -0.03
7. C -0.20
8. H 0.14
9. H 0.06
10. H 0.11
11. H 0.15
12. H 0.13
13. H 0.10

=====

ii) Computed, not measured: a 2-piece molecular cluster, C3H6N2O2 overall, with ωB97M-V/def2-TZVPD.

ORCA input file:
```
! RIJCOSX wB97M-V def2-TZVPD def2/J DEFGRID3
* xyz 0 1
O 2.2477 -2.7837 2.8547
O -0.9832 1.7661 -0.2367
N -0.3603 -0.9542 -0.3970
N 1.5184 -1.7908 0.9204
C 1.3757 -2.6088 2.0499
C 0.5420 -1.3570 0.2960
C -0.9316 2.1132 -1.6176
H -0.9526 3.2010 -1.7535
H -1.8220 1.6798 -2.0782
H -0.7671 -0.0161 -0.2793
H -0.2211 2.1597 0.2074
H -0.0420 1.6957 -2.1077
H 0.3961 -3.1049 2.1416
*
```

Output
Kohn-Sham gap (eV): 10.676
SMILES string: N=C=NC=O.CO
LUMO energy (eV): 0.476

And the Löwdin charges, in e, turn out to be:
1. O 0.06
2. O -0.15
3. N 0.20
4. N 0.13
5. C -0.35
6. C -0.27
7. C -0.14
8. H 0.08
9. H 0.09
10. H 0.04
11. H 0.10
12. H 0.08
13. H 0.13

=====

iii) Computed, not measured: one molecule with the formula C3H6N2O2, with ωB97M-V/def2-TZVPD.

ORCA input file:
```
! RIJCOSX wB97M-V def2-TZVPD def2/J DEFGRID3
* xyz 0 1
O -1.0282 1.0724 -0.2124
O -0.7940 -1.0958 0.2290
N 1.4109 1.4333 0.2523
N 0.3466 -0.5382 -0.4680
C -1.8127 -0.1462 0.1449
C 1.5477 -1.1123 -0.0048
C 0.2696 0.8241 -0.1124
H 1.1771 -2.1485 0.3269
H 2.3917 -0.9646 -0.9189
H 2.1087 0.5649 0.5151
H 1.7377 -0.5424 0.9412
H -2.6548 -0.3349 -0.8235
H -2.5131 -0.0459 1.1706
*
```

Output
Kohn-Sham gap (eV): 10.391
SMILES string: [H]/N=C1/OCON1C
LUMO energy (eV): 0.759

And the Löwdin charges, in e, turn out to be:
1. O 0.01
2. O -0.08
3. N 0.10
4. N -0.12
5. C -0.14
6. C -0.10
7. C -0.47
8. H 0.13
9. H 0.18
10. H 0.06
11. H 0.07
12. H 0.18
13. H 0.18

=====

iv) Computed, not measured: one molecule with the formula C3H6N2O2, with ωB97M-V/def2-TZVPD.

ORCA input file:
```
! RIJCOSX wB97M-V def2-TZVPD def2/J DEFGRID3
* xyz 0 1
O -2.5330 -0.2221 -0.4562
O 0.3319 0.1656 1.2920
N -0.1959 -0.2576 -0.8232
N -1.0079 -0.3255 1.3507
C 2.0723 0.5644 -0.3385
C 0.6889 0.1514 -0.0114
C -1.3148 -0.6786 -0.0395
H -1.2582 -2.0015 -0.0510
H 2.0600 1.3855 -1.0505
H 2.5890 0.8569 0.5701
H -2.4171 0.2006 -1.3198
H 2.5877 -0.2758 -0.8004
H -1.6030 0.4367 1.6777
*
```

Output
Kohn-Sham gap (eV): 10.060
SMILES string: CC1=N[C@H](O)NO1
LUMO energy (eV): 0.891

And the Löwdin charges, in e, turn out to be:
1. O 0.02
2. O -0.01
3. N 0.15
4. N 0.06
5. C 0.02
6. C -0.43
7. C -0.51
8. H 0.20
9. H 0.09
10. H 0.08
11. H 0.11
12. H 0.09
13. H 0.13

=====

Which of them is the least stable? Correct choice: iii).

=====

i) Computed, not measured: one molecule with the formula C3H6N2O2, with ωB97M-V/def2-TZVPD.

ORCA input file:
```
! RIJCOSX wB97M-V def2-TZVPD def2/J DEFGRID3
* xyz 0 1
O 0.5394 0.5229 -1.4570
O 2.0655 -2.7187 1.2161
N 1.1599 -1.0308 0.0049
N -0.7217 0.5064 0.3376
C 0.3089 0.0147 -0.3725
C -1.3495 1.6327 -0.6255
C 1.2276 -1.8564 1.0921
H 1.8577 -1.1733 -0.7173
H -1.8484 2.2998 0.0507
H -0.9871 0.0732 1.2444
H -0.6833 2.2577 -1.2750
H 0.4435 -1.6617 1.8444
H -2.0123 1.1335 -1.3429
*
```

Output
Kohn-Sham gap (eV): 10.837
SMILES string: CNC(=O)NC=O
LUMO energy (eV): 0.673

And the Löwdin charges, in e, turn out to be:
1. O 0.02
2. O 0.05
3. N 0.14
4. N 0.07
5. C -0.59
6. C -0.02
7. C -0.33
8. H 0.16
9. H 0.06
10. H 0.14
11. H 0.09
12. H 0.13
13. H 0.08

=====

ii) Computed, not measured: C3H6N2O2 as an isolated structure, with ωB97M-V/def2-TZVPD.

ORCA input file:
```
! RIJCOSX wB97M-V def2-TZVPD def2/J DEFGRID3
* xyz 0 1
O 1.3706 -0.7454 0.9080
O -0.7294 1.4259 0.3495
N 2.1752 0.4866 -0.8832
N -1.2070 -0.3444 -1.0535
C -0.0530 -0.8653 1.1109
C 1.2192 0.0472 -0.1983
C -0.3271 0.1317 -0.0304
H -1.8198 0.4090 -1.3460
H -0.3674 -0.5500 2.1079
H -1.7820 -1.1078 -0.7153
H 0.0570 1.9575 0.5305
H -0.3888 -1.8850 0.8937
H 1.8525 1.0400 -1.6738
*
```

Output
Kohn-Sham gap (eV): 10.437
LUMO energy (eV): 0.724

And the Löwdin charges, in e, turn out to be:
1. O 0.02
2. O 0.03
3. N 0.18
4. N 0.12
5. C -0.07
6. C -0.38
7. C -0.51
8. H 0.09
9. H 0.13
10. H 0.08
11. H 0.11
12. H 0.12
13. H 0.06

=====

iii) Computed, not measured: one molecule with the formula C3H6N2O2, with ωB97M-V/def2-TZVPD.

ORCA input file:
```
! RIJCOSX wB97M-V def2-TZVPD def2/J DEFGRID3
* xyz 0 1
O 2.2195 0.3921 -0.8205
O -1.6627 -1.1864 -0.3860
N -0.6255 -0.1949 -0.4602
N -0.5809 2.1156 0.0156
C 0.4338 -0.5715 0.4692
C 1.8635 -0.2675 0.0953
C -1.2807 1.0365 -0.0718
H -2.4755 1.0781 0.1130
H 0.2006 -0.2802 1.5370
H -1.6353 -1.4969 -1.3563
H 0.5217 1.9502 -0.4930
H 0.5120 -1.7008 0.5163
H 2.5095 -0.8745 0.8412
*
```

Output
Kohn-Sham gap (eV): 10.519
SMILES string: [H]/N=C\N(O)CC=O
LUMO energy (eV): 0.733

And the Löwdin charges, in e, turn out to be:
1. O 0.07
2. O -0.09
3. N -0.18
4. N 0.05
5. C -0.17
6. C -0.29
7. C -0.28
8. H 0.17
9. H 0.15
10. H 0.14
11. H 0.15
12. H 0.14
13. H 0.14

=====

iv) Computed, not measured: one molecule with the formula C3H6N2O2, with ωB97M-V/def2-TZVPD.

ORCA input file:
```
! RIJCOSX wB97M-V def2-TZVPD def2/J DEFGRID3
* xyz 0 1
O -0.9068 1.5505 0.1910
O 0.1440 -0.1823 1.4691
N 2.2968 -0.2599 2.2311
N -1.5052 -0.3370 -1.8084
C -0.5377 0.2303 0.3297
C 1.4339 0.2022 1.3973
C -0.8540 -0.6540 -0.6301
H -1.4723 1.5530 -0.6095
H 1.6934 0.8978 0.5826
H -0.8156 -0.3018 -2.5653
H -2.1051 -1.1219 -2.0792
H -0.5909 -1.7035 -0.5183
H 3.2193 0.1266 2.0101
*
```

Output
Kohn-Sham gap (eV): 9.616
SMILES string: [H]/N=C/O/C(O)=C/N
LUMO energy (eV): 0.655

And the Löwdin charges, in e, turn out to be:
1. O 0.07
2. O 0.04
3. N 0.11
4. N 0.01
5. C -0.37
6. C -0.29
7. C -0.17
8. H 0.11
9. H 0.14
10. H 0.10
11. H 0.09
12. H 0.12
13. H 0.05

=====

Which of them is the least stable? Correct choice: iii).